Formula: C35H56F7IN3O16P3S
Source: the OMol25 dataset
Level of theory: ωB97M-V/def2-TZVPD

XYZ file:
```
122
Properties=species:S:1:pos:R:3:forces:R:3
C -6.767773 0.255697 -1.448815 0.964 -0.827 -1.249
C -6.420437 -0.527106 -2.773114 -0.200 0.802 0.798
C -5.655204 -1.736009 -2.296650 -1.258 -0.170 -0.566
O -6.150368 -2.837214 -2.342199 0.821 -0.075 0.019
O -4.436149 -1.469162 -1.777238 0.047 0.028 -0.571
C -3.411281 -2.386254 -2.238938 -0.970 -0.247 0.864
C -2.085086 -1.642699 -2.116634 -1.319 -1.045 -0.994
N -1.283503 -1.687276 -0.891011 1.423 1.220 0.387
C -1.660308 -2.662952 0.021393 -0.280 -1.114 -1.211
F -1.527619 -3.847903 -0.718863 -0.657 0.074 0.213
F -2.999001 -2.467062 0.330347 0.058 -0.331 -0.205
C -1.253734 -3.211949 1.426564 -0.437 -1.574 1.651
F 0.001720 -3.572472 1.699964 0.729 1.334 -0.506
F -1.866822 -4.440109 1.477558 -0.317 0.115 -0.493
C -1.926229 -2.583098 2.721224 -0.295 -1.018 0.213
F -3.115048 -3.125091 2.985830 -0.530 0.308 -0.683
F -2.108481 -1.267717 2.688877 0.794 -0.091 0.082
F -1.192084 -2.991230 3.748396 0.778 0.842 0.305
C -0.238490 -0.612180 -0.853717 -0.844 1.044 0.904
C -1.022588 0.546244 -0.091686 1.329 -1.439 0.086
P -0.413602 2.226531 0.197704 -1.057 2.271 0.371
O -1.580234 3.091642 -0.026261 4.010 -1.787 3.878
O 0.041548 2.562663 1.721336 0.753 -0.833 -1.257
O 0.730936 2.832556 -0.791933 0.110 -1.042 0.923
C -0.010216 -0.124504 -2.300656 -0.306 0.488 -0.401
C 0.656292 -0.839139 -3.268082 0.834 -2.010 0.654
C 0.812407 -0.441817 -4.568334 0.065 0.117 -0.351
N 0.296850 0.686967 -5.023204 0.153 -0.157 -0.321
C -0.392428 1.358365 -4.125344 -0.689 1.577 -0.607
C -0.591407 1.034926 -2.809346 0.281 -0.251 1.201
C 1.140310 -0.961426 -0.135720 0.944 -0.502 -0.916
S 1.610744 -2.657454 -0.797209 -0.209 -0.548 -0.152
C 2.344517 -0.066452 -0.504199 0.532 0.142 0.127
C 3.060618 -0.050425 -1.858739 0.580 1.265 -0.600
C 4.550775 0.394080 -1.696730 -0.393 -0.341 -0.422
C 5.555161 -0.673144 -2.181291 0.599 0.852 0.799
O 6.788903 -0.509226 -1.459660 -0.051 -0.256 -0.326
O 0.934743 -0.884816 1.263295 -0.950 0.372 0.551
C 1.882415 -0.506082 2.196739 0.740 0.507 1.587
N 2.396211 0.937201 2.145076 0.988 -1.036 0.045
C 3.631099 1.060578 2.205949 0.552 0.904 -2.568
O 4.712739 1.392474 1.858381 -1.165 -0.308 1.568
P 1.122837 -0.486736 3.974153 -1.747 -1.742 0.616
C 0.062180 0.996779 4.165825 0.845 0.468 -0.055
O 2.462183 -0.119544 4.914443 -0.376 0.542 -0.963
P 3.486377 -1.540900 2.547420 1.117 0.201 0.620
O 4.016492 -2.347546 1.213588 -0.442 0.176 0.187
I 2.938724 -3.422045 4.069890 -0.079 0.159 -0.610
H -7.586650 0.961122 -1.575092 0.107 0.002 0.065
H -6.987269 -0.523837 -0.729596 -0.448 0.400 0.249
H -5.831068 0.720318 -1.134094 -0.339 0.297 0.205
H -7.336149 -0.844160 -3.270501 0.123 -0.289 0.095
H -5.847596 0.077386 -3.482648 0.144 -0.008 0.263
H -3.632282 -2.595097 -3.290200 0.384 0.172 -0.016
H -3.544477 -3.328995 -1.712924 0.335 0.054 -0.065
H -2.453504 -0.634958 -2.332609 0.664 0.074 0.027
H -1.530573 -2.058812 -2.961340 0.365 0.381 0.177
H -1.949009 0.638059 -0.660908 0.018 0.563 0.082
H -1.323531 0.108419 0.864123 0.242 0.341 0.090
H 0.943414 2.904517 1.716656 0.165 -0.221 0.617
H 1.573111 2.998519 -0.351376 0.157 -0.034 -0.263
H 1.098915 -1.799918 -3.023191 -0.114 0.089 0.006
H 1.376307 -1.052660 -5.265031 -0.034 -0.007 0.021
H -0.858600 2.275401 -4.480645 0.029 -0.049 -0.034
H -1.219838 1.683491 -2.211820 0.091 -0.071 -0.279
H 1.987178 -3.402079 0.253495 -0.206 0.574 0.253
H 2.123500 0.962296 -0.203753 -0.062 -0.146 -0.301
H 3.173368 -0.334486 0.162807 -0.540 -0.378 0.115
H 2.608892 0.713669 -2.498197 -0.212 -0.268 0.038
H 3.077800 -0.964999 -2.447411 -0.351 -0.192 0.441
H 4.713628 1.283157 -2.312931 0.049 0.011 0.208
H 4.801989 0.683048 -0.670305 -0.092 -0.161 -0.055
H 5.208743 -1.701808 -2.039412 -0.257 0.129 -0.250
H 5.822407 -0.455538 -3.216152 -0.204 -0.457 -0.058
H 6.655762 -0.908692 -0.596089 0.024 0.130 -0.134
H -0.451614 0.939797 5.132002 0.100 -0.408 -0.083
H -0.696810 1.052993 3.387123 0.313 0.009 0.102
H 0.677443 1.903313 4.208032 -0.230 0.007 -0.325
H 2.119676 -0.078543 5.815675 0.261 -0.128 0.143
H 4.156261 -3.285780 1.396668 -0.017 -0.055 -0.044
O 6.739522 -2.165304 3.424377 -0.116 -0.228 0.155
C 7.609849 -2.192861 2.599808 0.088 0.396 -0.150
O 8.635516 -3.048681 2.746539 -0.134 -0.343 0.179
C 9.618280 -3.288472 1.734623 0.253 0.145 -0.151
C 10.735689 -2.267574 1.791223 -0.046 0.156 0.060
C 7.616304 -1.217057 1.447182 -0.023 -0.381 -0.379
H 9.154959 -3.344344 0.748089 -0.036 0.082 0.017
H 10.020628 -4.278458 1.943929 -0.141 -0.016 0.134
H 10.368428 -1.258119 1.604550 0.003 -0.021 -0.097
H 11.502019 -2.497713 1.050542 -0.012 -0.014 0.006
H 11.193238 -2.263607 2.780755 0.017 -0.087 -0.018
H 8.047205 -0.274681 1.781775 -0.036 0.017 -0.026
H 6.583265 -1.048866 1.143702 -0.062 0.125 0.457
H 8.155284 -1.571026 0.569825 0.206 0.095 0.122
O -6.844116 -0.274003 1.431333 0.003 0.027 0.267
C -6.149701 0.354041 2.179108 0.057 -0.265 0.278
O -5.091743 1.023131 1.680075 -0.010 0.145 -0.372
C -4.298884 1.941982 2.433263 0.158 0.045 0.206
C -3.208764 1.228900 3.206453 -0.150 0.097 -0.037
C -6.380075 0.334645 3.672071 -0.176 0.496 0.096
H -4.926643 2.564516 3.073706 -0.029 -0.081 0.048
H -3.844209 2.609061 1.701722 -0.071 -0.079 -0.137
H -3.623350 0.534553 3.938558 0.019 0.024 0.025
H -2.577812 1.947726 3.730661 -0.100 0.070 -0.033
H -2.586478 0.645022 2.526783 -0.257 0.452 0.067
H -5.914109 -0.557342 4.088919 0.010 -0.010 -0.017
H -7.452206 0.294275 3.850191 0.014 -0.209 -0.077
H -6.006497 1.215391 4.189953 0.161 -0.086 0.023
O -3.484845 1.617985 -2.327485 -0.125 -0.979 -0.221
C -3.703009 2.795536 -2.391008 0.482 1.889 0.224
O -4.602526 3.250732 -3.283165 -0.614 -0.610 -0.283
C -5.072145 4.599528 -3.314050 0.146 0.218 -0.008
C -4.143077 5.493677 -4.109045 0.187 -0.027 0.000
C -2.921229 3.777690 -1.551135 -3.507 1.043 -2.350
H -5.246791 4.973447 -2.303996 0.121 -0.031 0.002
H -6.044921 4.561751 -3.802494 0.007 -0.194 -0.013
H -3.150595 5.542210 -3.660306 -0.063 0.037 0.084
H -4.544292 6.506022 -4.168983 -0.024 -0.006 -0.011
H -4.018523 5.104764 -5.120028 -0.099 0.009 -0.022
H -1.973303 3.989423 -2.043877 -0.004 -0.035 0.079
H -2.721773 3.318250 -0.585417 -1.982 0.461 -1.571
H -3.446678 4.710738 -1.357459 -0.053 0.251 -0.467
```
Positions in Å, forces in eV/Å.

* F_max: 5.9 eV/A
* DFT total energy: -5154.25689 Eh
* ΔE to the lowest compared entry with this formula, charge and spin: 202.7 kJ/mol
* multiplicity: 1
* lowest unoccupied orbital energy: -0.7273 eV
* highest occupied orbital energy: -8.533 eV

Here are the Mulliken charges for atoms 1 to 99, given in e: atom 1 (C): -0.83, atom 2 (C): -0.34, atom 3 (C): 0.26, atom 4 (O): -0.63, atom 5 (O): 0.31, atom 6 (C): -1.68, atom 7 (C): -0.13, atom 8 (N): 1.05, atom 9 (C): 0.92, atom 10 (F): -0.42, atom 11 (F): -0.41, atom 12 (C): 0.39, atom 13 (F): -0.15, atom 14 (F): -0.31, atom 15 (C): 0.35, atom 16 (F): -0.31, atom 17 (F): 0.01, atom 18 (F): -0.28, atom 19 (C): 0.64, atom 20 (C): -0.13, atom 21 (P): 0.42, atom 22 (O): -0.47, atom 23 (O): -0.46, atom 24 (O): -0.65, atom 25 (C): 0.23, atom 26 (C): 0.08, atom 27 (C): -0.76, atom 28 (N): -0.67, atom 29 (C): -1.00, atom 30 (C): -0.02, atom 31 (C): 1.35, atom 32 (S): -0.34, atom 33 (C): 0.05, atom 34 (C): -0.48, atom 35 (C): -0.74, atom 36 (C): -0.58, atom 37 (O): -0.52, atom 38 (O): 0.25, atom 39 (C): -0.06, atom 40 (N): -0.04, atom 41 (C): 0.44, atom 42 (O): -0.51, atom 43 (P): -0.07, atom 44 (C): -0.51, atom 45 (O): -0.40, atom 46 (P): 0.36, atom 47 (O): -0.53, atom 48 (I): -0.19, atom 49 (H): 0.44, atom 50 (H): 0.46, atom 51 (H): -0.10, atom 52 (H): 0.40, atom 53 (H): 0.11, atom 54 (H): 0.72, atom 55 (H): 0.33, atom 56 (H): 0.43, atom 57 (H): -0.02, atom 58 (H): 0.42, atom 59 (H): -0.65, atom 60 (H): 0.37, atom 61 (H): 0.38, atom 62 (H): 0.78, atom 63 (H): 0.46, atom 64 (H): 0.52, atom 65 (H): -0.71, atom 66 (H): 0.16, atom 67 (H): -0.81, atom 68 (H): 0.07, atom 69 (H): 0.31, atom 70 (H): 0.50, atom 71 (H): 0.45, atom 72 (H): 0.27, atom 73 (H): 0.33, atom 74 (H): 0.36, atom 75 (H): 0.11, atom 76 (H): 0.52, atom 77 (H): -0.41, atom 78 (H): 0.39, atom 79 (H): 0.36, atom 80 (H): 0.31, atom 81 (O): -0.57, atom 82 (C): 0.56, atom 83 (O): -0.41, atom 84 (C): -0.36, atom 85 (C): -0.93, atom 86 (C): 0.25, atom 87 (H): 0.33, atom 88 (H): 0.31, atom 89 (H): 0.26, atom 90 (H): 0.35, atom 91 (H): 0.31, atom 92 (H): 0.20, atom 93 (H): -0.75, atom 94 (H): 0.47, atom 95 (O): -0.53, atom 96 (C): 0.92, atom 97 (O): -0.31, atom 98 (C): -0.64, atom 99 (C): 0.17